[1]
Computed, not measured: a structure of composition C3H4N2O3, with ωB97M-V/def2-TZVPD.

XYZ file:
```
12
Properties=species:S:1:pos:R:3:lowdin_charge:R:1
C -1.877 -0.232 0.087 -0.1448
C 0.373 -0.002 -0.484 -0.1499
C 1.650 0.457 -0.187 -0.3127
H -1.746 -0.921 0.844 0.0505
H -2.672 0.458 0.428 0.0908
H -2.627 -0.919 -0.814 0.1865
H 0.979 2.420 0.565 0.2680
N 1.907 -1.675 -0.001 0.0476
N 2.465 -0.602 -0.055 0.0548
O -0.848 0.555 -0.269 -0.0295
O 0.561 -1.377 -0.087 -0.0243
O 1.835 1.837 -0.026 -0.0370
```

The calculation puts the highest occupied orbital energy at -9.25 eV. The value obtained for the energy above the lowest of the compared OMol25 structures with the same formula, charge and spin is 643.1 kJ/mol.

***

[2]
Computed, not measured: the molecule C7H4O2S2, with ωB97M-V/def2-TZVPD.

XYZ file:
```
15
Properties=species:S:1:pos:R:3:lowdin_charge:R:1
C -0.729 -2.729 -0.488 -0.5979
C -0.367 -1.340 -0.422 -0.5233
C -1.111 -0.285 -0.070 -0.0960
C -0.310 0.927 -0.005 -0.4746
C 1.120 2.800 0.894 -0.4225
C 1.808 1.813 0.321 -0.1751
C 0.988 0.721 -0.013 -0.5854
H -2.397 -2.147 -0.852 0.1560
H -2.209 -0.414 0.293 0.1594
H 1.457 3.719 1.000 0.0182
H 2.940 1.814 0.521 0.1486
O -1.898 -3.047 -1.033 0.1198
O 0.052 -3.596 -0.193 0.1119
S -0.575 2.659 0.629 0.9946
S 1.232 -0.895 -0.581 1.1664
```

Its SMILES is O=C(O)c1cc2sccc2s1. The calculation puts the highest occupied orbital energy at -8.93 eV. The value obtained for the energy above the lowest of the compared OMol25 structures with the same formula, charge and spin is 178.2 kJ/mol.

***

[3]
Computed, not measured: a structure of composition C26H38RuS4SeTe, with ωB97M-V/def2-TZVPD.

XYZ file:
```
71
Properties=species:S:1:pos:R:3:lowdin_charge:R:1
Ru 2.044 0.216 0.779 0.0737
C 3.312 3.184 0.088 -0.4517
C 4.437 2.209 -0.225 -0.4280
S 3.633 0.668 -0.736 0.8607
C 4.882 -0.629 -0.535 -0.4285
C 4.121 -1.945 -0.616 -0.4478
S 2.655 -2.061 0.485 0.8301
C 3.404 -2.490 2.103 -0.4629
C 4.073 -1.352 2.858 -0.4369
S 2.869 0.009 2.907 0.8866
C 3.816 1.529 3.209 -0.4351
C 2.861 2.666 2.868 -0.4627
S 2.027 2.558 1.238 0.8571
H 2.758 3.428 -0.820 0.0886
H 3.692 4.121 0.493 0.1026
H 5.074 2.027 0.639 0.0768
H 5.055 2.570 -1.045 0.1062
H 5.374 -0.503 0.428 0.0732
H 5.623 -0.542 -1.329 0.1075
H 4.763 -2.800 -0.407 0.1027
H 3.715 -2.084 -1.620 0.0910
H 4.098 -3.314 1.936 0.1019
H 2.573 -2.890 2.687 0.0917
H 4.991 -1.011 2.383 0.0770
H 4.304 -1.659 3.878 0.1037
H 4.701 1.520 2.578 0.0708
H 4.124 1.580 4.252 0.1060
H 3.351 3.638 2.932 0.1027
H 2.038 2.681 3.585 0.0892
C -3.902 4.942 -1.254 -0.0297
C -2.942 3.806 -1.045 -0.2384
C -2.922 3.090 0.148 0.0037
C -2.054 2.027 0.354 -0.3095
C -2.128 1.273 1.654 -0.0656
C -1.175 1.691 -0.693 -0.4776
Se -0.080 0.119 -0.474 0.5700
C -1.138 2.410 -1.893 -0.2956
C -0.182 2.128 -3.020 -0.0794
C -2.040 3.455 -2.041 0.0016
H -4.553 5.078 -0.392 0.0819
H -4.529 4.763 -2.129 0.0931
H -3.365 5.877 -1.425 0.0923
H -3.611 3.364 0.940 0.1258
H -2.776 1.800 2.354 0.0887
H -1.156 1.161 2.124 0.0503
H -2.532 0.267 1.509 0.0861
H 0.663 1.510 -2.710 0.0254
H 0.213 3.065 -3.413 0.0905
H -0.686 1.617 -3.844 0.0860
H -2.029 4.021 -2.969 0.1355
C -5.368 -4.771 0.438 -0.0316
C -4.253 -3.986 -0.185 -0.2395
C -4.475 -2.716 -0.705 -0.0035
C -3.469 -1.980 -1.315 -0.2996
C -3.825 -0.614 -1.838 -0.0642
C -2.174 -2.560 -1.379 -0.4813
Te -0.640 -1.526 -2.398 1.1382
C -1.919 -3.839 -0.852 -0.3154
C -0.588 -4.540 -0.901 -0.0846
C -2.974 -4.523 -0.270 -0.0094
H -6.248 -4.150 0.602 0.0818
H -5.064 -5.193 1.396 0.0885
H -5.659 -5.600 -0.210 0.0960
H -5.468 -2.286 -0.643 0.1239
H -4.908 -0.505 -1.883 0.0887
H -3.430 -0.439 -2.836 0.0591
H -3.440 0.172 -1.192 0.0649
H 0.242 -3.863 -1.087 -0.0077
H -0.585 -5.296 -1.689 0.0976
H -0.410 -5.056 0.042 0.0854
H -2.790 -5.516 0.130 0.1314
```

Its charge is +2. The calculation puts the highest occupied orbital energy at -12.97 eV.

***

[4]
Computed, not measured: a structure of composition C6H11ClNO6PTl, with ωB97M-V/def2-TZVPD.

XYZ file:
```
27
Properties=species:S:1:pos:R:3:lowdin_charge:R:1
C 1.219 2.078 1.265 -0.0205
C 0.539 1.307 -0.020 -0.6529
Cl -0.359 2.649 -1.004 0.8289
C 1.671 0.701 -1.092 -0.0925
C 2.752 -0.313 -0.392 -0.0243
C 2.166 -1.791 0.007 -0.1446
N 1.775 -2.125 1.461 0.2775
O 1.971 -2.789 -0.877 0.2249
O -0.351 0.192 0.334 -0.1251
C -1.678 0.648 0.774 -0.2610
O -1.941 1.609 1.663 0.1473
P -3.194 -0.298 0.011 0.8919
O -3.785 -1.167 1.234 -0.2048
O -4.461 0.774 -0.530 -0.0899
O -2.706 -1.488 -1.195 -0.4916
H 1.080 3.254 1.184 0.1295
H 2.365 1.887 1.404 0.1116
H 0.667 1.694 2.251 0.1438
H 1.154 0.286 -2.056 0.1546
H 2.293 1.658 -1.442 0.1760
H 3.605 -0.501 -1.206 0.1921
H 3.300 0.112 0.551 0.1609
H 0.888 -1.637 1.724 0.1316
H 1.506 -3.155 1.465 0.1634
H -4.282 0.994 -1.498 0.1231
H -3.332 -2.294 -1.153 -0.0250
Tl -2.861 -2.283 -2.861 1.2750
```

Its charge is +3. The calculation puts the highest occupied orbital energy at -20.72 eV.

***

[5]
Computed, not measured: a structure of composition C38H55Cl2N5O2S3Sr, with ωB97M-V/def2-TZVPD.

XYZ file:
```
106
Properties=species:S:1:pos:R:3:lowdin_charge:R:1
Sr -0.851 0.195 -0.771 1.0613
C 1.860 1.332 3.433 -0.1908
C 1.797 -0.137 3.895 -0.2094
N 1.109 -0.983 2.938 -0.0571
C 0.001 -1.782 3.403 -0.2078
C -1.223 -1.020 3.953 -0.1961
N -1.834 0.004 3.081 -0.0416
C -1.807 1.361 3.638 -0.1889
C -0.436 1.880 4.124 -0.2116
N 0.578 1.944 3.085 -0.0490
H 2.482 1.366 2.532 0.1155
H 2.321 1.925 4.226 0.1133
H 1.315 -0.202 4.874 0.0990
H 2.829 -0.492 4.020 0.1068
H 0.953 -0.574 2.066 0.0430
H 0.365 -2.450 4.188 0.1157
H -0.342 -2.381 2.545 0.0991
H -0.938 -0.557 4.900 0.0964
H -1.989 -1.772 4.180 0.1054
H -1.568 -0.011 2.111 0.0465
H -2.487 1.398 4.492 0.1171
H -2.163 2.020 2.847 0.0945
H -0.074 1.262 4.951 0.0872
H -0.612 2.886 4.530 0.1113
H 0.225 1.612 2.224 0.0504
C -0.160 0.363 -4.534 -0.4079
C -0.093 -1.126 -4.141 -0.4173
S 0.312 -1.102 -2.359 0.7216
C 0.428 -2.920 -2.250 -0.3680
C -0.746 -3.438 -1.347 -0.3938
S -1.558 -2.059 -0.487 0.8262
C -2.110 -1.245 -1.995 -0.6933
C -2.026 0.168 -2.602 -0.6326
S -0.534 1.131 -2.951 0.8233
H -0.941 0.569 -5.251 0.0872
H 0.792 0.744 -4.889 0.0897
H 0.644 -1.696 -4.699 0.0797
H -1.043 -1.593 -4.362 0.0819
H 1.389 -3.195 -1.839 0.0432
H 0.308 -3.350 -3.233 0.0703
H -0.396 -4.163 -0.618 0.0698
H -1.508 -3.907 -1.947 0.0749
H -3.202 -1.295 -1.932 0.1045
H -2.000 -1.985 -2.749 0.0546
H -2.740 0.784 -2.075 0.0792
H -2.493 0.020 -3.563 0.1118
Cl 7.351 -1.454 -1.022 0.7118
C 6.073 -1.268 -2.192 -0.5802
C 5.984 -0.088 -2.902 -0.1041
C 4.956 0.085 -3.813 -0.0821
C 4.100 -0.969 -4.071 -0.1200
C 4.242 -2.169 -3.401 -0.5640
Cl 3.332 -3.542 -3.961 0.7514
C 5.169 -2.326 -2.359 -0.3062
N 5.244 -3.478 -1.570 0.0615
C 4.114 -4.102 -0.901 -0.2112
C 3.908 -5.453 -1.168 -0.0497
C 2.848 -6.144 -0.607 -0.0840
C 1.983 -5.483 0.252 -0.0930
C 2.195 -4.148 0.550 -0.0495
C 3.255 -3.424 -0.011 -0.1410
C 3.378 -1.970 0.372 -0.0271
C 2.417 -1.010 -0.369 -0.6301
O 2.866 -0.119 -1.081 0.0267
O 1.142 -1.214 -0.112 -0.3378
H 6.693 0.708 -2.711 0.1084
H 4.826 1.032 -4.320 0.1074
H 3.328 -0.882 -4.822 0.0963
H 6.044 -3.450 -0.957 0.0751
H 4.590 -5.947 -1.848 0.1125
H 2.700 -7.191 -0.840 0.1018
H 1.145 -6.013 0.692 0.1044
H 1.522 -3.614 1.211 0.1097
H 4.392 -1.600 0.228 0.1090
H 3.080 -1.850 1.417 0.1101
C -5.922 5.032 0.708 -0.0572
C -5.151 3.733 0.711 -0.2798
C -5.758 2.553 1.132 -0.0440
C -5.014 1.375 1.151 -0.2859
C -5.625 0.067 1.607 -0.0455
C -3.699 1.414 0.766 -0.0657
C -3.006 2.591 0.358 -0.3411
C -3.813 3.750 0.330 -0.0217
N -1.659 2.444 0.162 -0.0932
C -0.831 3.671 -0.049 -0.5852
C -0.909 4.604 1.195 -0.0436
C -1.239 4.446 -1.339 -0.0590
C 0.655 3.203 -0.214 -0.0490
H -6.987 4.862 0.875 0.0693
H -5.797 5.561 -0.240 0.0762
H -5.555 5.686 1.505 0.0804
H -6.799 2.548 1.443 0.1040
H -6.615 0.222 2.037 0.0704
H -4.973 -0.404 2.348 0.0723
H -5.726 -0.629 0.766 0.0738
H -3.093 0.532 0.725 0.0562
H -3.428 4.706 0.008 0.0856
H -1.932 4.659 1.571 0.0630
H -0.566 5.616 0.939 0.0857
H -0.289 4.179 1.981 0.0540
H -1.979 5.222 -1.152 0.0586
H -1.659 3.721 -2.046 0.0566
H -0.368 4.932 -1.792 0.0740
H 0.730 2.133 -0.088 0.0186
H 1.292 3.712 0.510 0.0829
H 1.008 3.414 -1.230 0.0682
```

The calculation puts the highest occupied orbital energy at -6.23 eV. The value obtained for the energy above the lowest of the compared OMol25 structures with the same formula, charge and spin is 649.3 kJ/mol.

***

The highest highest occupied orbital energy belongs to which entry? C38H55Cl2N5O2S3Sr